C34H49HgN7O6PS as an isolated structure, computed with the ωB97M-V functional and the def2-TZVPD basis.

Each line ends with the Löwdin spin population.
Cartesian coordinates (Å):
Hg  -0.2377  1.7578  0.9383  0.00
N  -0.1153  -0.6380  1.3470  0.00
C  -0.0564  -0.7535  2.8097  0.00
C  -0.9228  0.2637  3.5772  0.00
O  -1.5178  -0.1265  4.6028  0.00
N  -0.9032  1.4734  3.0576  0.00
C  -1.8041  2.4912  3.5143  0.00
C  -2.3796  3.3711  2.3810  0.00
O  -3.1999  4.2313  2.7196  0.00
O  -1.9926  3.1787  1.1714  0.00
H  -0.8168  -1.2426  0.9432  0.00
H  0.8094  -0.8190  0.9244  0.00
H  0.9840  -0.5954  3.1071  0.00
H  -0.3570  -1.7444  3.1598  0.00
H  -1.3163  3.1845  4.2123  0.00
H  -2.6556  2.0639  4.0518  0.00
N  2.9603  5.1363  6.2298  0.00
C  2.8584  4.7128  4.8846  0.00
C  1.6799  4.9069  4.1734  0.00
C  1.5845  4.4964  2.8527  0.00
C  2.6699  3.8950  2.2326  0.00
C  3.8574  3.7092  2.9297  0.00
C  3.9497  4.1260  4.2469  0.00
S  2.4773  3.2408  0.5892  0.00
O  3.6722  3.5614  -0.1629  0.00
O  1.2503  3.8828  0.1023  0.00
N  2.1053  1.7167  0.7257  0.00
C  3.0652  0.6931  0.8622  0.03
N  2.6095  -0.5289  0.5350  0.19
C  3.5230  -1.5664  0.7281  0.25
C  4.8205  -1.3161  1.1350  0.05
C  5.1908  -0.0107  1.3939  0.26
N  4.2665  1.0261  1.3018  0.17
H  2.0633  5.1348  6.6934  0.00
H  3.6101  4.5701  6.7552  0.00
H  0.8209  5.3568  4.6596  0.00
H  0.6600  4.6240  2.3031  0.00
H  4.6705  3.1955  2.4347  0.00
H  4.8711  3.9714  4.7997  0.00
H  3.1638  -2.5735  0.5391  0.02
H  5.5296  -2.1303  1.2538  -0.01
H  6.1902  0.2573  1.7187  0.02
O  -0.1095  1.4065  -1.8102  0.00
C  0.6901  2.2422  -2.2031  0.00
C  0.2674  3.5559  -2.8139  0.00
C  0.8012  3.5734  -4.2649  0.00
C  0.8857  2.1874  -4.9497  0.00
C  2.1783  1.3852  -4.6968  0.00
C  2.3265  0.8781  -3.2559  0.00
N  2.0279  1.9597  -2.3337  0.00
H  0.6600  4.3812  -2.2208  0.00
H  -0.8209  3.6016  -2.7816  0.00
H  1.7961  4.0287  -4.2869  0.00
H  0.1583  4.2254  -4.8616  0.00
H  0.7917  2.3335  -6.0296  0.00
H  0.0210  1.5834  -4.6534  0.00
H  3.0342  2.0285  -4.9369  0.00
H  2.2206  0.5370  -5.3886  0.00
H  3.3245  0.4830  -3.0619  0.00
H  1.6192  0.0770  -3.0510  0.00
H  2.6173  2.7752  -2.4380  0.00
C  -1.6390  -5.2122  -1.8760  0.00
C  -1.4962  -4.0163  -0.9343  0.00
C  -0.3902  -4.3439  0.0805  0.00
C  -2.8042  -3.8074  -0.1656  0.00
P  -0.9747  -2.3557  -1.6633  0.00
C  0.4990  -2.8482  -2.6441  0.00
C  0.5202  -3.5968  -3.8246  0.00
C  1.7188  -3.9092  -4.4465  0.00
C  2.9228  -3.4891  -3.8889  0.00
C  2.9192  -2.7458  -2.7204  0.00
C  1.7133  -2.4169  -2.1089  0.00
C  -2.2530  -1.7506  -2.9090  0.00
C  -3.1943  -0.8378  -2.1055  0.00
C  -1.4951  -0.8575  -3.8981  0.00
C  -3.0903  -2.7714  -3.6782  0.00
H  -1.8502  -6.1103  -1.2836  0.00
H  -0.7164  -5.3953  -2.4279  0.00
H  -2.4520  -5.0912  -2.5908  0.00
H  -0.6679  -5.2447  0.6378  0.00
H  -0.2379  -3.5327  0.7952  0.00
H  0.5640  -4.5331  -0.4156  0.00
H  -3.0342  -4.7066  0.4155  0.00
H  -3.6476  -3.6191  -0.8325  0.00
H  -2.7304  -2.9701  0.5323  0.00
H  -0.4062  -3.9384  -4.2681  0.00
H  1.7154  -4.4841  -5.3656  0.00
H  3.8599  -3.7377  -4.3737  0.00
H  3.8421  -2.4004  -2.2699  0.00
H  1.7261  -1.7876  -1.2209  0.00
H  -2.6349  -0.0408  -1.6134  0.00
H  -3.7495  -1.3844  -1.3411  0.00
H  -3.9215  -0.3773  -2.7831  0.00
H  -0.8702  -0.1397  -3.3639  0.00
H  -2.2214  -0.2939  -4.4945  0.00
H  -0.8654  -1.4336  -4.5779  0.00
H  -3.7267  -3.3604  -3.0160  0.00
H  -2.4803  -3.4588  -4.2653  0.00
H  -3.7491  -2.2389  -4.3740  0.00

Energy relative to the best compared isomer or geometry (same formula, charge and spin) in kJ/mol: 156.8
HOMO (spin up / spin down) in eV: 0.983 / -2.469
Total charge: -2
Lowest unoccupied orbital energy (spin up / spin down) in eV: 3.79 / 3.79
Spin multiplicity: 2
Gap between HOMO and LUMO (spin up / spin down) in eV: 2.8 / 6.3